1.
# C24H46BrCl22NP

12 unconnected molecules or ions with the total composition C24H46BrCl22NP at a distorted geometry (ωB97M-V with the def2-TZVPD basis set, OMol25).

Last column: Löwdin charge in e.
Positions of all 95 atoms, in Å:
Br -1.1363 -0.6347 3.0687  0.786
Cl -6.1635 -4.8058 0.3006  0.510
Cl -5.7322 -7.3147 -1.1308  0.526
Cl 3.8558 1.8217 -3.7509  0.506
Cl 1.5322 -3.9431 -1.7593  0.529
Cl 6.0436 -0.8941 1.0853  0.519
Cl -4.5504 -6.7312 -5.4145  0.508
Cl -4.9647 -9.1145 -3.7802  0.489
Cl -9.2050 -8.2157 -0.3288  0.567
Cl -2.0025 -6.0414 -1.1698  0.516
Cl 6.2554 4.7047 -5.2883  0.514
Cl -8.0041 -10.6285 -1.4485  0.509
Cl -0.9478 -5.5511 1.5057  0.530
Cl -2.0552 6.6968 -0.6758  0.524
Cl 2.6418 4.2372 -2.6532  0.492
Cl -3.5863 4.2639 1.9269  0.570
Cl 2.8682 6.4908 0.4445  0.497
Cl 5.0431 7.1204 -4.1900  0.523
Cl -6.2703 3.3713 2.6429  0.544
Cl 5.6187 7.4674 0.4874  0.525
Cl 0.0153 4.7348 -1.2919  0.478
Cl 6.4993 1.4932 -0.5293  0.550
Cl 0.5157 -1.3143 -2.5206  0.555
P 0.5270 2.6716 1.5400  1.081
N 1.3834 1.0442 1.3661  -0.311
C 4.3928 6.6049 -0.4471  -1.052
C 0.4478 3.1673 3.3914  -0.347
C 1.7969 -2.5398 3.8671  0.072
C -2.3876 -5.9293 0.5510  -1.015
C 2.4780 0.7957 2.4025  -0.273
C -4.5418 3.0492 2.7908  -1.009
C 5.1733 6.0665 -5.6025  -1.020
C -3.9659 -7.6791 -4.0416  -1.059
C -0.6783 -2.2636 0.7395  -0.189
C 3.3982 2.5312 0.7217  -0.175
C 0.7184 -0.1149 0.6879  -0.223
C 2.1685 -1.3692 3.8709  -0.127
C -9.0877 -9.2666 -1.7483  -0.993
C -0.6403 -0.7087 1.1835  -0.685
C 2.3045 1.4752 0.2025  -0.231
C 2.7731 3.1827 -4.0659  -0.988
C 1.1713 -2.8535 -3.1016  -0.976
C -0.8558 2.7110 4.1622  -0.192
C -1.5976 5.3350 -1.7039  -0.993
C 2.1349 0.2124 3.8174  -0.147
C -6.5334 -6.5366 0.2379  -1.032
C 3.4744 2.0446 2.2638  -0.118
C -1.2455 2.5493 0.8485  -0.325
C 7.0497 0.5425 0.8556  -0.994
H 3.1034 3.6263 0.6926  0.056
H 0.4174 4.3110 3.3495  0.097
H -1.5987 5.6595 -2.7421  0.032
H -3.1253 -5.1428 0.6970  0.000
H 1.4881 -0.9629 0.6564  0.142
H 3.1638 3.7586 -4.9017  0.005
H -1.8404 1.8087 1.4779  0.005
H -6.1928 -7.0037 1.1597  0.035
H -1.7813 2.5675 3.5393  0.017
H -1.4996 -2.8217 1.2854  0.041
H -4.3280 2.0679 2.3709  0.027
H 6.9945 1.1583 1.7507  0.026
H 3.0909 -0.0275 1.9083  0.131
H 2.0870 -2.6593 -3.6555  0.032
H -10.0778 -9.6484 -1.9866  0.030
H 2.9718 0.5364 4.5275  0.133
H -1.4848 -0.2332 0.5817  0.088
H 4.1854 5.6833 -5.8488  0.012
H -4.2673 3.0684 3.8435  0.030
H 0.4384 -3.3248 -3.7526  0.034
H 4.2171 7.1391 -1.3778  -0.011
H -7.6092 -6.6672 0.1313  -0.080
H 8.0777 0.2314 0.6845  0.033
H 1.7009 2.0731 -0.5441  0.092
H -2.7930 -6.8819 0.8850  0.030
H -8.7034 -8.6870 -2.5850  0.028
H 4.3229 2.3823 0.0844  0.030
H -2.3192 4.5315 -1.5675  0.023
H 0.3373 -2.7600 0.8374  0.055
H -1.2581 2.1781 -0.2197  0.052
H 4.7532 5.6005 -0.6605  0.010
H 1.4105 2.9193 3.9350  0.070
H -0.7005 1.7555 4.7663  0.043
H -2.9432 -7.9929 -4.2392  0.028
H -3.9959 -7.0603 -3.1478  -0.061
H -0.8958 -2.2505 -0.3822  0.049
H 1.7854 2.7983 -4.3122  0.033
H 1.3072 -3.5488 3.9700  0.068
H 3.4064 2.8825 3.0208  0.116
H -1.7265 3.5699 0.9795  -0.054
H 5.5639 6.6429 -6.4381  0.031
H 2.9319 0.6250 -0.2154  0.150
H 0.5940 0.1813 -0.4205  0.081
H 1.1853 0.6200 4.2981  0.073
H -1.1192 3.5045 4.9436  0.091
H 4.5093 1.5953 2.4110  0.104

Computed properties:
E_HOMO   -11.30 eV
Orbital gap   9.3 eV
Spin multiplicity   1
Net charge   +1


2.
# C2H3IN2

A molecular structure, C2H3IN2 at a distorted geometry (ωB97M-V with the def2-TZVPD basis set, OMol25).

Last column: Löwdin charge in e.
Positions of all 8 atoms, in Å:
I 2.5536 0.3050 0.9713  0.011
N -0.1865 -0.3607 -1.7363  0.132
N -0.8177 1.1754 1.1933  0.221
C -0.2214 0.4932 0.4496  -0.343
C -0.2951 -0.5566 -0.4998  -0.333
H -0.2518 -1.1916 -2.3262  0.074
H -0.2671 -1.5578 -0.0637  0.122
H -0.5141 1.6930 2.0120  0.115

Computed properties:
ΔE to the lowest compared entry with this formula, charge and spin   16.3 kcal/mol
E_HOMO   -8.73 eV
Orbital gap   7.2 eV
Spin multiplicity   1


3.
# C35H33FN4O3PtS2

A molecular structure, C35H33FN4O3PtS2 at a distorted geometry (ωB97M-V with the def2-TZVPD basis set, OMol25).

Last column: Löwdin charge in e.
Positions of all 79 atoms, in Å:
Pt 0.0266 0.2285 -0.7208  1.163
S 1.0191 0.2824 5.9781  0.986
S -2.6271 2.6644 -2.8351  0.656
F 2.5160 -0.2095 -1.3211  -0.009
O 0.2235 2.3592 -0.5567  -0.130
O -3.9575 2.4516 -2.3419  -0.292
O -2.3905 2.3913 -4.2234  -0.293
N 0.1165 -1.7005 -1.1454  -0.149
N 3.2783 4.2045 6.4499  0.063
N 0.9688 0.6584 1.4415  0.003
N -1.5145 1.8628 -1.8838  -0.073
C -0.5366 6.4796 -1.5605  -0.063
C -2.7595 -3.8816 -0.2722  -0.039
C 3.6976 -2.1052 -2.0094  -0.024
C -0.9504 4.1456 -1.6021  -0.149
C 1.2915 -2.2616 -1.5559  -0.250
C -2.1115 -0.9521 -4.2119  -0.048
C 1.2029 3.0336 6.3299  -0.080
C -3.3376 -4.0698 -1.5131  -0.065
C 1.9579 4.1948 6.4206  -0.138
C 0.3620 -3.0424 1.5185  -0.052
C -0.7217 -2.9764 -4.8289  -0.051
C 1.8491 -0.1310 2.0462  -0.120
C -1.0511 -2.4925 -1.2377  -0.203
C -0.1904 5.2074 -1.1409  0.004
C -2.0324 4.3308 -2.4407  -0.181
C -1.6260 6.6694 -2.3988  -0.061
C 2.5030 -1.5397 -1.6294  -0.219
C 1.3961 -3.6305 -1.8930  -0.023
C 1.8979 -0.2847 3.4207  -0.057
C 1.0097 0.4454 4.1958  -0.501
C 1.8863 1.8332 6.2520  -0.515
C -1.6212 -3.1042 -0.1064  -0.145
C 0.1327 1.3758 2.1901  -0.124
C 0.1219 1.3092 3.5690  -0.056
C -1.1438 -2.8905 1.3127  -0.349
C 3.9150 3.0470 6.4206  -0.138
C -1.6516 -1.5140 1.7497  -0.050
C 2.5849 -4.2021 -2.2849  -0.089
C 3.2683 1.8244 6.3223  -0.077
C -0.7064 2.7231 -1.3140  -0.570
C -2.7780 -3.4635 -2.6201  -0.032
C -2.3917 5.5956 -2.8474  -0.026
C -1.0916 -1.9839 -3.7253  -0.371
C -1.6370 -2.6831 -2.5051  -0.145
C 3.7464 -3.4470 -2.3527  -0.098
H -1.2578 -1.2319 2.7225  0.071
H 4.5798 -1.4851 -2.0346  0.117
H 0.6493 5.0183 -0.4898  0.121
H -1.8705 7.6713 -2.7159  0.107
H -3.2382 -3.6048 -3.5871  0.112
H -0.5675 1.9122 4.1391  0.111
H 2.5449 -0.6595 1.4069  0.118
H 0.9090 -2.2389 1.0355  0.035
H -0.5455 2.0317 1.6586  0.113
H -1.7370 -0.4327 -5.0900  0.083
H -3.2026 -4.3511 0.5946  0.110
H 0.5082 -4.2411 -1.8372  0.119
H -3.2295 5.7596 -3.5043  0.121
H -1.5863 -3.5458 -5.1615  0.073
H -4.2262 -4.6778 -1.6078  0.103
H -0.1845 -1.4363 -3.4484  0.119
H -0.3222 -2.4341 -5.6829  0.080
H 0.1242 3.0645 6.3220  0.104
H 4.6755 -3.8954 -2.6631  0.098
H -3.0602 -1.4177 -4.4657  0.082
H 0.5874 -3.0162 2.5834  0.078
H -1.6275 -3.6521 1.9370  0.131
H 2.6132 -0.9495 3.8789  0.114
H 1.4776 5.1626 6.4703  0.108
H 0.7114 -3.9920 1.1178  0.087
H -2.7359 -1.5221 1.7993  0.088
H 4.9936 3.0998 6.4729  0.108
H 3.8153 0.8943 6.2973  0.105
H -2.2907 -0.2097 -3.4371  0.049
H 2.6137 -5.2543 -2.5346  0.106
H 0.0531 7.3255 -1.2403  0.107
H 0.0345 -3.6755 -4.4745  0.070
H -1.3551 -0.7648 1.0017  0.032

Computed properties:
ΔE to the lowest compared entry with this formula, charge and spin   53.1 kcal/mol
E_HOMO (alpha / beta)   -7.49 / -7.34 eV
Orbital gap (alpha / beta)   6.1 / 5.7 eV
Spin multiplicity   1


4.
# C20H60N6O9

9 unconnected molecules or ions with the total composition C20H60N6O9 at a distorted geometry (ωB97M-V with the def2-TZVPD basis set, OMol25).

Last column: Löwdin charge in e.
Positions of all 95 atoms, in Å:
O 5.3464 1.3699 -6.3810  -0.093
O 0.2496 -2.2371 6.4501  -0.063
O 0.2076 4.7381 -4.6017  -0.213
O -6.1542 -3.1541 -2.1054  0.079
O 6.4671 -4.6302 2.4585  -0.099
O -8.2638 1.1272 -1.7725  -0.064
O -3.3600 -4.2016 4.8033  -0.200
O 5.9592 1.6038 1.5252  -0.094
O -0.8157 0.1867 0.7033  0.020
N -5.3875 -5.2579 -2.0488  0.141
N 0.7457 7.5488 -6.8775  0.020
N 1.1418 0.4376 1.9550  0.143
N 1.0589 1.0276 -0.0692  0.147
N -4.5692 -1.4723 5.3254  0.034
N -3.9973 -3.6370 -2.0427  0.154
C -5.1805 -2.7663 5.5862  -0.425
C 0.3815 0.4297 0.8175  -0.755
C -6.6920 -2.5305 5.5781  -0.083
C -0.2283 -1.9755 8.7714  -0.096
C 6.0419 -0.7725 -5.5781  -0.104
C 1.2097 6.5183 -5.9362  -0.412
C -5.2663 -3.9274 -2.1045  -0.809
C 4.8816 0.2293 -5.6428  -0.290
C 7.0950 2.3747 1.0628  -0.319
C -4.7402 -3.7275 4.4472  -0.147
C -6.3951 2.6865 -1.1826  -0.101
C 6.8478 2.9847 -0.2954  -0.095
C -7.7159 2.4583 -1.8829  -0.335
C 5.9066 -4.7481 1.1227  -0.284
C 0.1926 6.2204 -4.7786  -0.134
C 4.3855 -4.5096 1.1705  -0.093
C 0.7732 -2.2862 7.7277  -0.384
C -0.6350 4.0860 -5.5205  -0.130
C 2.7167 6.7940 -5.4812  -0.047
C -2.7171 -4.8983 3.7856  -0.156
H -7.0245 -2.3471 4.5564  0.076
H 7.5195 3.1661 1.6804  0.104
H 1.1788 5.6665 -6.6155  0.117
H 5.9611 -1.6204 -4.8979  0.069
H 1.7181 -1.7452 7.7764  0.116
H 3.2334 6.0114 -4.9256  0.071
H 6.4436 -4.0571 0.4729  0.102
H -4.8061 -3.3683 3.4202  0.122
H 6.9594 -0.2747 -5.2643  0.063
H -0.9614 -2.7642 8.9403  0.078
H -5.4335 -4.5682 4.4225  0.112
H 6.1358 -5.7431 0.7413  0.105
H -3.5778 -1.6477 5.2444  0.062
H -8.3735 3.2065 -1.4402  0.099
H 0.5054 6.8633 -3.9559  0.112
H -6.3237 -5.6272 -2.1339  0.110
H -0.1151 3.2500 -5.9883  0.088
H 0.7708 8.4075 -6.3464  0.060
H -7.5267 0.5575 -1.5407  0.069
H -3.3032 -4.3655 -2.1297  0.106
H 0.5873 1.2174 -0.9420  0.128
H 7.8533 1.5954 0.9869  0.105
H -6.5036 2.4819 -0.1175  0.074
H 2.7495 7.7675 -4.9921  0.067
H 4.6248 0.4532 -4.6074  0.101
H -4.8811 -1.1498 4.4206  0.073
H 0.7299 0.0032 2.7684  0.109
H 3.8430 -5.0523 1.9447  0.073
H 6.2144 1.6770 -6.1091  0.073
H -6.0640 3.7245 -1.1537  0.078
H 1.1271 -3.3051 7.8847  0.107
H -3.7476 -2.6712 -1.8848  0.122
H -0.5459 -2.7683 6.5311  0.078
H -0.8268 6.5577 -4.9661  0.111
H -1.7820 -5.3256 4.1478  0.086
H -4.9916 -3.2876 6.5246  0.138
H -7.2606 -3.4087 5.8839  0.070
H 4.0224 -0.1836 -6.1714  0.111
H -7.6590 2.8584 -2.8953  0.102
H 3.9508 -4.8784 0.2415  0.063
H -2.5242 -4.4364 2.8173  0.083
H -5.7642 1.9421 -1.6684  0.076
H 5.9038 3.5270 -0.3484  0.079
H 6.1458 1.0592 2.2934  0.074
H -0.8908 4.7473 -6.3483  0.082
H 2.0458 0.8742 1.8442  0.093
H -0.7930 -1.0622 8.5843  0.083
H 1.9051 1.5465 0.1171  0.115
H -4.6194 -5.9133 -2.0710  0.099
H 1.5457 7.6766 -7.4806  0.059
H -3.3764 -5.7225 3.5133  0.078
H 0.3682 -1.8843 9.6791  0.078
H -1.5274 3.8469 -4.9419  0.089
H 7.7641 3.4491 -0.6598  0.079
H 6.7621 2.1505 -0.9918  0.067
H 4.0598 -3.4706 1.2202  0.064
H 6.5407 -3.6907 2.6413  0.069
H -7.1411 -1.7883 6.2380  0.078
H 6.3792 -1.1437 -6.5459  0.071
H 3.3054 6.8977 -6.3926  0.060

Computed properties:
ΔE to the lowest compared entry with this formula, charge and spin   94.2 kcal/mol
E_HOMO   -9.07 eV
Orbital gap   9.1 eV
Spin multiplicity   1


5.
# C4H3NO

A molecular structure, C4H3NO at a distorted geometry (ωB97M-V with the def2-TZVPD basis set, OMol25).

Last column: Löwdin charge in e.
Positions of all 9 atoms, in Å:
O 1.6136 0.9245 0.3059  -0.064
N -0.9321 -1.6166 -0.4940  0.107
C -1.4248 -0.4649 -0.6019  -0.032
C -0.9898 0.6600 -0.0033  -0.024
C 0.3385 -1.2210 -0.1940  -0.098
C 0.3146 0.1436 0.1320  -0.233
H 1.6175 1.8810 0.7014  0.137
H -1.5891 1.5902 0.1420  0.125
H 1.0515 -1.8967 0.0119  0.081

Computed properties:
ΔE to the lowest compared entry with this formula, charge and spin   98.1 kcal/mol
E_HOMO (alpha / beta)   -8.85 / -8.85 eV
Orbital gap (alpha / beta)   7.5 / 7.5 eV
Spin multiplicity   1


6.
# C8H14Cl2Si2

2 unconnected molecules or ions with the total composition C8H14Cl2Si2 at a distorted geometry (ωB97M-V with the def2-TZVPD basis set, OMol25).

Last column: Löwdin charge in e.
Positions of all 26 atoms, in Å:
Cl -3.1270 3.4102 1.0134  0.261
Cl -4.1233 0.2756 0.5470  0.260
Si -2.5319 1.4876 0.8453  -0.247
Si 1.4367 0.5478 -1.8449  0.504
C 2.7587 1.7714 -1.2238  -0.184
C -2.3772 -2.6204 3.0030  0.009
C -2.0345 -1.5064 3.7148  -0.292
C -0.1261 0.9430 -0.9096  -0.147
C -1.0139 -0.6443 3.3718  -0.014
C 1.8896 -1.2560 -1.4315  -0.184
C -1.1491 1.2104 -0.3094  -0.290
C 1.0978 0.7749 -3.7056  -0.183
H 2.5496 2.7790 -1.5677  0.026
H -3.1679 -3.2729 3.3248  0.046
H -1.8670 -2.8702 2.0908  0.053
H -0.7834 0.2205 3.9621  0.041
H 2.7926 -1.5744 -1.9466  0.026
H 0.4929 -0.0380 -4.0963  0.025
H 0.5595 1.7003 -3.8960  0.027
H -0.3925 -0.8399 2.5153  0.045
H 2.7877 1.7941 -0.1386  0.026
H -2.5944 -1.2870 4.6161  0.093
H 3.7525 1.5026 -1.5733  0.025
H 2.0578 -1.3800 -0.3656  0.024
H 1.0915 -1.9340 -1.7187  0.026
H 2.0212 0.8059 -4.2766  0.025

Computed properties:
ΔE to the lowest compared entry with this formula, charge and spin   0.0 kcal/mol
E_HOMO (alpha / beta)   -7.81 / -7.58 eV
Orbital gap (alpha / beta)   7.0 / 7.4 eV
Spin multiplicity   1